A:
Density functional theory data (ωB97M-V/def2-TZVPD) for a cluster of 2 separate species, C4H12 in total.

```
! wB97M-V def2-TZVPD RIJCOSX def2/J DEFGRID3
* xyz 0 1
C 1.20994 2.10638 -1.45724
C 1.40721 0.63294 -1.15571
H 1.57215 2.73633 -0.61786
H 1.90044 2.31108 -2.30001
H 0.21976 2.57602 -1.83400
H 0.85920 -0.15735 -1.72493
H 0.83914 0.36313 -0.16678
H 2.36004 0.26258 -1.20540
C -1.02226 -1.98140 0.96989
C -1.59218 -0.83115 1.75904
H 0.08744 -1.96968 0.88606
H -1.39746 -2.84895 1.28962
H -1.17698 -1.88152 -0.08223
H -2.34694 -0.14375 1.05343
H -2.08449 -1.02961 2.64218
H -0.83500 -0.14506 1.94394
*
```

Values from the calculation:
HOMO energy = -11.0729 eV
LUMO = 0.04050 hartree
SMILES = CC.CC
Orbital gap = 12.2 eV

B:
Density functional theory data (ωB97M-V/def2-TZVPD) for a cluster of 2 separate species, C4H12 in total.

```
! wB97M-V def2-TZVPD RIJCOSX def2/J DEFGRID3
* xyz 0 1
C -0.50451 -2.25687 0.26566
C 0.92353 -2.20422 0.11473
H -0.65725 -1.21605 0.45734
H -1.01463 -2.52315 -0.73739
H -0.89814 -2.99004 0.94120
H 1.29275 -3.07319 -0.45955
H 1.45664 -2.46167 1.12932
H 1.28298 -1.19276 -0.27126
C -0.45363 2.96799 -0.28958
C -0.04794 1.52997 -0.13216
H 0.36127 3.61030 -0.24438
H -1.06379 3.14402 -1.11200
H -1.00112 3.25199 0.61369
H 0.72297 1.52360 0.70669
H 0.43476 1.08808 -0.96441
H -0.83388 0.80201 -0.01790
*
```

Values from the calculation:
HOMO energy = -10.9713 eV
LUMO = 0.04206 hartree
SMILES = CC.CC
Orbital gap = 12.1 eV

C:
Density functional theory data (ωB97M-V/def2-TZVPD) for a cluster of 2 separate species, C4H12 in total.

```
! wB97M-V def2-TZVPD RIJCOSX def2/J DEFGRID3
* xyz 0 1
C -1.19431 1.48043 0.00382
C 0.08896 1.96262 -0.70959
H -1.01032 0.72346 0.75807
H -1.72984 2.31801 0.44034
H -1.88610 1.03189 -0.70844
H 0.97155 1.76035 -0.10371
H 0.24074 1.53208 -1.69060
H 0.07511 3.04777 -0.79883
C 0.39990 -1.68835 -0.39067
C 0.65674 -1.76366 1.10115
H 0.64720 -2.65397 -0.83984
H -0.61415 -1.42730 -0.68519
H 1.07332 -0.96796 -0.86317
H 0.13829 -2.58887 1.58934
H 1.72389 -1.92106 1.26381
H 0.41900 -0.84544 1.63350
*
```

Values from the calculation:
HOMO energy = -11.7821 eV
LUMO = 0.04451 hartree
SMILES = CC.CC
Orbital gap = 13.0 eV

D:
Density functional theory data (ωB97M-V/def2-TZVPD) for a cluster of 2 separate species, C4H12 in total.

```
! wB97M-V def2-TZVPD RIJCOSX def2/J DEFGRID3
* xyz 0 1
C -1.64990 -2.37105 -0.55696
C -2.38360 -1.00197 -0.36162
H -0.56286 -2.23889 -0.23122
H -2.01790 -3.05566 0.26413
H -2.01807 -2.72727 -1.55632
H -1.92601 -0.66623 0.64776
H -3.40800 -1.06677 -0.49612
H -2.03800 -0.30674 -1.19638
C 1.56718 2.29118 0.42744
C 2.36378 1.05419 0.40789
H 1.74552 2.93305 1.27345
H 1.96570 2.95063 -0.56044
H 0.40189 2.17436 0.59737
H 2.36725 0.32930 1.26325
H 3.42792 1.32751 0.51904
H 2.16511 0.37436 -0.44126
*
```

Values from the calculation:
HOMO energy = -11.2102 eV
LUMO = 0.03643 hartree
SMILES = CC.CC
Orbital gap = 12.2 eV

Among the structures shown above, C is the most stable, with the second-best lying 0.0362 hartree higher.